# C23H43MnN4O7Si4Te2

C23H43MnN4O7Si4Te2 as an isolated structure (wB97M-V/def2-TZVPD, the Open Molecules 2025 dataset).

Geometry (Å):
1 Mn -1.62965 1.16573 0.60699
2 C -0.52903 -1.42909 3.19889
3 C -0.33437 0.03701 3.31215
4 N -0.67136 0.93931 2.41083
5 C -0.18448 2.14732 2.83814
6 C 0.44367 1.98349 4.03786
7 N 0.33702 0.64033 4.31264
8 C 1.15666 2.88417 4.96387
9 O 1.22875 4.14341 4.60940
10 O 1.64859 2.43525 5.98091
11 C -0.34835 3.33205 1.94972
12 O 0.04867 4.44018 2.36069
13 O -0.90399 3.08889 0.84257
14 H -1.18545 -1.65811 2.36006
15 H -0.93769 -1.84898 4.11907
16 H 0.43357 -1.90770 3.00259
17 H 0.75369 0.21550 5.12636
18 H 0.74869 4.31593 3.70660
19 C 3.60708 1.91093 -4.53723
20 Si 1.88364 1.71172 -3.77755
21 C 1.26676 3.42924 -3.32969
22 C 0.75388 0.91040 -5.05158
23 Si 2.09442 0.30602 -1.90467
24 Te -0.15796 -0.59990 -1.12132
25 Si 3.16967 1.32093 -0.06090
26 C 2.61637 3.10735 0.07851
27 C 5.05182 1.27349 -0.24494
28 C 2.72712 0.38219 1.51405
29 Si 3.16291 -1.71863 -2.42207
30 C 4.94062 -1.48196 -3.01733
31 C 3.22286 -2.79611 -0.87169
32 C 2.21233 -2.64860 -3.75869
33 H 3.55013 2.57588 -5.40402
34 H 4.03213 0.96293 -4.87331
35 H 4.30144 2.35891 -3.82270
36 H 1.11748 4.01047 -4.24442
37 H 1.99119 3.96098 -2.70930
38 H 0.31903 3.38525 -2.79226
39 H 0.61848 1.57850 -5.90692
40 H -0.22815 0.71043 -4.62153
41 H 1.17012 -0.02983 -5.41987
42 H 3.11838 3.73476 -0.66142
43 H 2.84597 3.51754 1.06596
44 H 1.54413 3.20670 -0.09074
45 H 5.37672 1.74658 -1.17419
46 H 5.42483 0.24743 -0.23992
47 H 5.52854 1.80432 0.58344
48 H 1.64057 0.30471 1.58250
49 H 3.09544 0.91868 2.39340
50 H 3.14445 -0.62604 1.52792
51 H 5.53688 -0.91475 -2.30145
52 H 4.97966 -0.95781 -3.97438
53 H 5.41726 -2.45715 -3.15313
54 H 3.88331 -2.36089 -0.11853
55 H 3.60476 -3.79218 -1.11182
56 H 2.23229 -2.91438 -0.42735
57 H 2.24001 -2.11561 -4.71139
58 H 1.16666 -2.77806 -3.47425
59 H 2.64922 -3.63865 -3.91668
60 Te -1.98060 1.19866 -2.08427
61 C -4.34621 -2.72484 3.60066
62 C -4.76284 -3.27412 2.24116
63 C -4.80734 -2.19385 1.14593
64 C -5.27223 -2.81646 -0.18546
65 C -5.30831 -1.81772 -1.33730
66 C -5.83095 -1.15467 1.56586
67 O -6.99368 -1.42952 1.78292
68 N -5.36584 0.12328 1.72561
69 C -4.07734 0.54999 1.42342
70 O -3.78614 1.74196 1.54104
71 N -3.15024 -0.32684 0.99721
72 C -3.38945 -1.65396 0.92803
73 O -2.49658 -2.45806 0.68951
74 H -4.23456 -3.52907 4.32896
75 H -5.08776 -2.02492 3.99196
76 H -3.39033 -2.20049 3.53533
77 H -5.75491 -3.72496 2.30640
78 H -4.05973 -4.03710 1.90691
79 H -6.26370 -3.24335 -0.01943
80 H -4.58300 -3.63100 -0.41259
81 H -6.01279 -1.00642 -1.13724
82 H -5.62545 -2.30662 -2.25904
83 H -4.32811 -1.37133 -1.51780
84 H -6.01930 0.84090 2.00436

HOMO-LUMO gap (spin up / spin down)   0.2428 / 0.2430 hartree
Spin multiplicity   4
Total charge   -1
Energy   -4493.3759 Eh
Relative energy (zero: lowest compared OMol25 entry of this formula, charge and spin)   0.0 kJ/mol

Here are the Mulliken charges for atoms 1 to 5, given in e: atom 1 (Mn): 0.132, atom 2 (C): -0.899, atom 3 (C): 0.029, atom 4 (N): 0.546, atom 5 (C): 0.218

---

# C2H3ClS

C2H3ClS as an isolated structure at a distorted geometry (wB97M-V/def2-TZVPD, the Open Molecules 2025 dataset).

Geometry (Å):
1 C 1.71221 -0.36503 -0.06617
2 C 0.28371 -0.18734 -0.01554
3 S 3.27036 1.42146 0.16191
4 Cl 2.27125 -1.83743 -0.24410
5 H -0.22741 -0.39009 -1.01843
6 H -0.18494 -0.85608 0.70908
7 H -0.12130 0.83195 0.18686

HOMO-LUMO gap (spin up / spin down)   0.2442 / 0.2441 hartree
Energy   -936.2143 Eh
Relative energy (zero: lowest compared OMol25 entry of this formula, charge and spin)   374.3 kJ/mol

Here are the Mulliken charges for atoms 1 to 5, given in e: atom 1 (C): 0.205, atom 2 (C): -0.785, atom 3 (S): -0.257, atom 4 (Cl): -0.023, atom 5 (H): 0.288

---

# C3H5F2N2

A 2-piece molecular cluster, C3H5F2N2 overall at a distorted geometry (wB97M-V/def2-TZVPD, the Open Molecules 2025 dataset).

Geometry (Å):
1 C -0.18808 1.31640 -0.28322
2 C -0.53904 -0.92789 -0.22188
3 C 0.39496 -0.47180 0.86784
4 N -0.80420 0.33997 -0.89266
5 N 0.51168 0.86267 0.76862
6 F -1.69735 -1.45307 0.24513
7 F 2.21154 -1.12829 -0.37572
8 H -0.23737 2.35675 -0.57233
9 H -0.09202 -1.67811 -0.90080
10 H 0.77271 -1.07508 1.67622
11 H -1.42876 0.42658 -1.68861
12 H 1.09594 1.43186 1.37741

HOMO-LUMO gap (spin up / spin down)   0.3339 / 0.2742 hartree
Total charge   +1
Energy   -426.1857 Eh
Relative energy (zero: lowest compared OMol25 entry of this formula, charge and spin)   258.1 kJ/mol

Here are the Mulliken charges for atoms 1 to 5, given in e: atom 1 (C): -0.084, atom 2 (C): 0.296, atom 3 (C): -0.197, atom 4 (N): -0.022, atom 5 (N): 0.071

---

# C32H31AsN3O3Ti

C32H31AsN3O3Ti as an isolated structure at a distorted geometry (wB97M-V/def2-TZVPD, the Open Molecules 2025 dataset).

Geometry (Å):
1 Ti -0.15956 0.29918 0.03102
2 C -0.50473 -1.68039 3.94257
3 C -1.61904 -1.07117 4.49082
4 C -2.26756 -0.07001 3.77360
5 C -1.78206 0.29006 2.53617
6 N -0.65527 -0.27094 2.01832
7 C -0.05530 -1.25496 2.70623
8 C -2.41055 1.31004 1.67348
9 C -3.65608 1.88424 1.87087
10 C -4.10470 2.82121 0.95029
11 C -3.31408 3.17509 -0.13747
12 C -2.08338 2.55949 -0.27573
13 N -1.66709 1.64431 0.61022
14 C -1.09345 2.79169 -1.34870
15 C -1.21738 3.75203 -2.33038
16 C -0.20427 3.88642 -3.27407
17 C 0.89290 3.04136 -3.21546
18 C 0.94122 2.08624 -2.21871
19 N -0.01921 1.96246 -1.28794
20 H 0.01614 -2.47759 4.45324
21 H -1.99070 -1.37247 5.46129
22 H -3.14833 0.40675 4.17803
23 H 0.79278 -1.72621 2.23072
24 H -4.27116 1.61227 2.71594
25 H -5.07568 3.28092 1.07978
26 H -3.65832 3.90925 -0.85070
27 H -2.08062 4.40048 -2.36482
28 H -0.27803 4.64108 -4.04605
29 H 1.69705 3.10999 -3.93415
30 H 1.76448 1.38870 -2.16009
31 O -2.22134 -0.93371 -0.39308
32 C -1.76188 -2.31960 -0.44881
33 C -0.24041 -2.13885 -0.60015
34 O 0.67543 -2.74920 -0.16650
35 O 0.05294 -0.89439 -1.29091
36 C -2.12134 -3.01170 0.85664
37 C -1.41701 -4.12655 1.31412
38 C -1.83122 -4.78817 2.46119
39 C -2.95168 -4.35551 3.15704
40 C -3.66546 -3.26041 2.69374
41 C -3.25510 -2.59258 1.54777
42 C -2.25536 -3.00183 -1.71541
43 C -2.77744 -4.29004 -1.67942
44 C -3.22478 -4.88573 -2.84838
45 C -3.16152 -4.20164 -4.05433
46 C -2.64094 -2.91539 -4.09450
47 C -2.17934 -2.31962 -2.93227
48 H -2.80948 -0.79737 -1.15611
49 H -0.56750 -4.51303 0.77177
50 H -1.28870 -5.66224 2.79534
51 H -3.28430 -4.88900 4.03729
52 H -4.56255 -2.94282 3.20899
53 H -3.84172 -1.76018 1.18217
54 H -2.85587 -4.83328 -0.74853
55 H -3.63290 -5.88617 -2.81572
56 H -3.51679 -4.67055 -4.96126
57 H -2.58418 -2.38247 -5.03336
58 H -1.74232 -1.32824 -2.99867
59 C 3.21366 -0.79818 1.88782
60 As 2.50895 0.22228 0.40829
61 C 3.33890 -0.60186 -1.13158
62 C 3.23850 1.99676 0.64197
63 H 4.30109 -0.72994 1.81896
64 H 2.92492 -1.84341 1.79354
65 H 2.88936 -0.37778 2.83778
66 H 4.35865 -0.22374 -1.20837
67 H 2.79279 -0.41809 -2.05239
68 H 3.35448 -1.67662 -0.95508
69 H 4.31706 1.94246 0.48902
70 H 3.03675 2.33555 1.65747
71 H 2.80687 2.69954 -0.06722

HOMO-LUMO gap   0.2103 hartree
Total charge   +3
Energy   -4712.4252 Eh
Relative energy (zero: lowest compared OMol25 entry of this formula, charge and spin)   61.5 kJ/mol

Here are the Mulliken charges for atoms 1 to 5, given in e: atom 1 (Ti): -0.402, atom 2 (C): -1.199, atom 3 (C): -0.740, atom 4 (C): -0.629, atom 5 (C): 0.678